Entry 1:
DFT (wB97M-V/def2-TZVPD) results for a structure of composition C26H36AuFN5O4S2.

XYZ file:
```
75
Properties=species:S:1:pos:R:3
Au 19.83 11.64 4.21
C 23.97 13.20 5.16
C 22.61 13.12 4.57
S 22.12 11.57 3.94
C 21.65 14.15 4.59
C 22.09 15.51 5.06
S 20.11 14.00 3.83
H 23.98 12.81 6.24
H 24.34 14.20 5.25
H 24.64 12.57 4.62
H 22.87 15.86 4.36
H 22.54 15.40 6.05
H 21.21 16.12 5.03
F 13.16 14.14 5.14
C 13.64 12.85 5.36
C 14.99 12.54 5.09
C 15.45 11.21 5.28
C 16.84 10.84 4.99
O 17.58 11.75 4.49
C 17.25 9.52 5.34
C 16.25 8.57 5.73
N 14.94 8.91 5.85
C 13.95 7.88 6.03
C 13.41 7.74 7.39
C 14.34 6.68 6.80
C 14.51 10.21 5.66
C 13.17 10.54 5.87
C 12.69 11.86 5.63
N 11.28 12.05 5.79
C 10.70 13.29 6.32
C 9.17 13.15 6.58
N 8.69 11.73 6.19
C 9.09 11.40 4.76
C 10.57 11.63 4.55
C 18.63 9.02 5.12
O 18.89 7.88 5.61
O 19.55 9.65 4.44
H 15.68 13.27 4.63
H 16.42 7.52 5.96
H 13.18 7.68 5.23
H 12.34 7.44 7.44
H 13.96 8.38 8.06
H 13.85 5.78 6.49
H 15.40 6.73 7.17
H 12.40 9.82 6.07
H 10.82 14.10 5.58
H 11.20 13.59 7.25
H 8.56 13.92 6.05
H 8.92 13.15 7.65
H 7.65 11.67 6.29
H 9.16 11.04 6.80
H 8.54 12.17 4.19
H 8.79 10.36 4.54
H 10.64 12.42 3.79
H 10.97 10.73 4.03
C 19.42 12.25 10.11
N 19.35 10.85 9.78
C 18.69 10.01 10.80
C 20.53 10.42 9.14
O 21.41 11.24 8.92
N 20.55 9.13 8.68
C 19.45 8.17 8.81
C 21.73 8.73 7.89
H 18.53 12.51 10.70
H 19.51 12.89 9.21
H 20.24 12.47 10.76
H 18.40 10.58 11.70
H 19.38 9.17 11.06
H 17.80 9.54 10.37
H 18.47 8.64 8.57
H 19.29 7.82 9.88
H 19.70 7.38 8.14
H 22.28 9.66 7.68
H 21.35 8.31 6.93
H 22.34 8.02 8.44
```

As for the spin multiplicity: 3. The net charge is +1. As for the expectation value of S²: 2.015.

Entry 2:
DFT (wB97M-V/def2-TZVPD) results for a structure of composition C26H36BIrN2O6S.

XYZ file:
```
73
Properties=species:S:1:pos:R:3
Ir 0.13 -0.14 -0.07
C 4.20 -1.64 -0.01
C 3.22 -2.51 0.71
C 3.47 -3.87 0.86
C 2.62 -4.69 1.59
C 1.50 -4.15 2.20
C 1.19 -2.81 2.06
C -0.04 -2.23 2.73
C 2.06 -2.02 1.31
N 1.68 -0.64 1.10
C 2.37 0.34 1.59
C 3.55 0.19 2.49
C 1.82 1.67 1.30
C 2.44 2.90 1.85
N 0.76 1.65 0.56
C -0.18 2.76 0.55
C -0.89 2.98 1.74
C -0.71 2.13 2.97
C -1.83 4.00 1.74
C -2.06 4.76 0.60
C -1.36 4.50 -0.56
C -0.42 3.48 -0.62
C 0.29 3.18 -1.90
H 4.75 -2.23 -0.75
H 4.95 -1.24 0.68
H 3.74 -0.80 -0.53
H 4.36 -4.29 0.40
H 2.84 -5.74 1.69
H 0.84 -4.79 2.78
H -0.32 -2.85 3.58
H -0.88 -2.20 2.05
H 0.14 -1.22 3.11
H 3.78 -0.85 2.68
H 3.32 0.68 3.44
H 4.42 0.70 2.07
H 3.45 2.99 1.43
H 2.55 2.85 2.93
H 1.87 3.79 1.59
H -0.74 1.07 2.74
H -1.53 2.33 3.66
H 0.21 2.36 3.51
H -2.40 4.18 2.64
H -2.80 5.55 0.62
H -1.55 5.08 -1.45
H 0.14 3.99 -2.62
H -0.11 2.27 -2.35
H 1.36 3.05 -1.76
O -3.51 -1.04 -0.64
S -2.18 -0.65 -0.39
O -1.87 0.13 0.89
O -1.46 0.25 -1.40
O -1.11 -1.78 -0.30
C 2.50 1.73 -4.18
C 2.90 0.53 -3.34
C 4.41 0.38 -3.33
O 2.47 0.81 -1.96
B 1.35 0.09 -1.76
O 1.01 -0.78 -2.73
C 2.11 -0.78 -3.71
C 1.49 -0.79 -5.09
C 2.88 -2.07 -3.48
H 2.98 2.62 -3.78
H 1.42 1.89 -4.17
H 2.82 1.60 -5.21
H 4.86 1.31 -3.00
H 4.77 0.16 -4.33
H 4.73 -0.42 -2.66
H 0.80 0.04 -5.23
H 0.95 -1.72 -5.24
H 2.27 -0.73 -5.86
H 3.27 -2.12 -2.46
H 3.72 -2.16 -4.18
H 2.21 -2.91 -3.63
```

As for the spin multiplicity: 2. The net charge is +1. As for the expectation value of S²: 0.756.

Entry 3:
DFT (wB97M-V/def2-TZVPD) results for a cluster of 3 separate species, C26H36BN6O3S in total.

XYZ file:
```
73
Properties=species:S:1:pos:R:3
C -0.91 4.19 2.96
C -0.23 3.02 2.46
N -0.99 1.90 1.92
C -1.40 1.59 0.59
C -1.02 2.46 -0.66
O -0.75 1.59 -1.80
C 0.50 2.06 -2.32
C 0.47 3.43 -3.12
O 1.51 1.45 -2.10
C -2.17 0.34 0.62
C -2.81 -0.41 -0.58
C -3.22 -1.93 -0.32
C -4.78 -1.99 -0.03
C -5.21 -3.08 1.03
C -6.69 -2.83 1.65
N -7.51 -1.86 0.90
N -2.21 -0.05 1.99
N -2.82 -1.13 2.65
C -3.99 -0.74 2.95
S -5.36 -0.09 3.45
C -1.48 0.88 2.71
B -1.22 0.80 4.32
O -1.99 1.58 5.20
C -0.08 -0.26 4.79
C 1.05 -0.25 3.66
H -1.08 5.11 2.33
H -1.32 4.23 4.01
H 0.89 2.98 2.55
H -0.11 3.08 -0.41
H -1.83 3.20 -0.93
H 1.21 4.14 -2.66
H 0.71 3.16 -4.18
H -0.55 3.89 -3.04
H -2.09 -0.42 -1.46
H -3.71 0.19 -0.92
H -2.59 -2.45 0.46
H -3.04 -2.49 -1.28
H -5.32 -2.23 -0.99
H -5.12 -0.99 0.37
H -5.25 -4.12 0.60
H -4.51 -3.14 1.92
H -6.65 -2.54 2.74
H -7.27 -3.81 1.62
H -7.29 -0.89 1.12
H -7.53 -2.04 -0.10
H -1.46 1.85 5.97
H 0.30 -0.02 5.82
H -0.57 -1.28 4.73
H 1.30 0.80 3.30
H 0.76 -0.91 2.79
H 2.02 -0.67 4.04
N 5.47 1.03 -2.77
C 4.35 1.73 -2.95
C 4.18 2.68 -3.95
C 5.24 2.91 -4.81
C 6.42 2.19 -4.65
C 6.48 1.27 -3.62
H 3.55 1.52 -2.25
H 3.25 3.22 -4.05
H 5.15 3.64 -5.61
H 7.26 2.35 -5.30
H 7.37 0.68 -3.45
N 3.44 -3.98 -1.55
C 3.77 -2.72 -1.85
C 5.07 -2.26 -1.94
C 6.10 -3.15 -1.69
C 5.79 -4.46 -1.37
C 4.45 -4.83 -1.31
H 2.93 -2.06 -2.03
H 5.27 -1.22 -2.19
H 7.13 -2.83 -1.74
H 6.57 -5.19 -1.17
H 4.16 -5.84 -1.07
```

The net charge is +1.

Calculated DFT total energy, -71257.067 -57158.849 -54126.788 eV (same order as the records).
Calculated energy above the lowest of the compared OMol25 structures with the same formula, charge and spin, 0.0 141.0 0.0 kJ/mol (same order as the records).